# 1
{"formula": "C4H13O4", "method": "ωB97M-V/def2-TZVPD", "elements": ["C", "C", "C", "O", "C", "O", "H", "H", "H", "H", "H", "H", "H", "H", "H", "H", "H", "O", "H", "H", "O"], "xyz": [[0.195, 1.576, 0.388], [0.983, 0.956, 1.504], [0.682, -0.480, 1.844], [-0.697, -0.758, 1.814], [0.695, 1.538, -1.025], [-0.377, 1.185, -1.816], [-0.779, 1.239, 0.615], [0.190, 2.716, 0.520], [0.795, 1.547, 2.424], [1.990, 1.178, 1.080], [1.160, -1.158, 1.196], [0.783, -0.744, 2.930], [1.556, 0.868, -1.058], [0.853, 2.633, -1.366], [-0.915, 0.422, -1.308], [-1.125, -0.841, 0.873], [-2.110, -1.299, -0.807], [-1.408, -0.940, -0.599], [-0.250, -1.869, -0.915], [-0.124, -2.004, -2.371], [0.313, -2.516, -1.659]], "atomic_forces_ev_per_a": [[0.1230, 3.2024, 1.7012], [1.6411, 1.5353, 0.1897], [-1.9047, -0.3835, 1.3168], [-1.6504, 0.1055, -0.4027], [-1.1475, 1.2089, -0.2894], [-1.7199, -2.1496, -0.5477], [-1.5346, -0.2204, -0.9570], [-0.3253, -1.4178, 0.8196], [0.3775, -0.1081, -0.4723], [0.2715, -0.7272, 1.3659], [1.1494, -0.9943, -0.7201], [1.4780, 0.4763, -0.8626], [0.4221, 0.0741, -0.6466], [0.9658, -1.7529, 0.5101], [1.0401, 0.9728, -1.1862], [0.9556, 0.1384, 0.5434], [-10.8653, -5.6128, -3.2823], [10.7802, 5.8511, 3.3244], [0.9065, -1.7102, -1.7586], [0.6578, -0.6396, 0.0296], [-1.6210, 2.1515, 1.3246]], "mulliken_charge": [-0.79, -0.42, -0.58, -0.63, -0.43, -0.61, 0.57, 0.25, 0.20, 0.35, 0.30, 0.25, 0.27, 0.29, 0.45, 0.45, 0.05, -0.95, 0.51, 0.26, -0.80], "largest_force_ev_per_a": 12.7, "multiplicity": 1, "homo_energy_ha": -0.1962, "lumo_energy_ev": 3.95, "energy_ev": -12547.588, "total_charge": -1}

=====

# 2
{"formula": "C3H10N4", "method": "ωB97M-V/def2-TZVPD", "elements": ["C", "C", "N", "N", "N", "C", "N", "H", "H", "H", "H", "H", "H", "H", "H", "H", "H"], "xyz": [[-0.111, -1.287, 1.032], [-1.240, 0.187, -2.109], [0.765, 0.364, 1.566], [-0.075, 1.325, 1.120], [2.030, 0.443, 0.982], [-0.365, 0.376, -0.907], [-0.677, 1.320, -0.071], [-0.634, 1.765, 1.845], [2.085, 0.213, -0.010], [2.657, -0.144, 1.522], [0.632, -0.059, -1.007], [0.713, -1.909, 1.376], [-0.512, -1.763, 0.138], [-0.895, -1.242, 1.785], [-0.762, 0.594, -3.001], [-1.416, -0.873, -2.290], [-2.194, 0.689, -1.972]], "atomic_forces_ev_per_a": [[0.9851, 0.5194, 1.8900], [0.1508, 0.1969, 0.0025], [-1.5321, -2.2789, -1.6690], [0.5554, 1.4529, 0.4697], [0.3538, 0.1076, -0.0428], [0.2287, 1.7907, -0.6231], [-0.5706, -1.7831, -0.0969], [0.2100, -0.3152, -0.3228], [-0.0366, -0.0348, 0.3139], [-0.1567, 0.0600, -0.1458], [-0.3460, -0.2803, 0.4661], [-0.0747, 0.0042, 0.1615], [0.1885, 0.7557, -0.3639], [0.0744, -0.0438, 0.0072], [0.0255, -0.0522, -0.1053], [-0.0289, -0.0848, 0.0040], [-0.0266, -0.0143, 0.0549]], "mulliken_charge": [-0.80, -1.00, -0.24, -0.07, -0.40, 0.18, -0.44, 0.24, 0.24, 0.27, 0.25, 0.34, 0.31, 0.27, 0.25, 0.27, 0.33], "largest_force_ev_per_a": 3.2, "multiplicity": 1, "homo_energy_ha": -0.3108, "lumo_energy_ev": 0.99, "energy_ev": -9228.315}

=====

# 3
{"formula": "C5H7N", "method": "ωB97M-V/def2-TZVPD", "elements": ["C", "C", "C", "N", "C", "C", "H", "H", "H", "H", "H", "H", "H"], "xyz": [[-1.317, -1.364, 0.132], [-0.117, -0.439, 0.321], [-0.329, 1.024, 0.135], [0.796, 1.497, -0.311], [1.759, 0.456, -0.528], [1.248, -0.782, -0.269], [-1.005, -2.385, 0.366], [-2.159, -1.096, 0.785], [-1.672, -1.350, -0.906], [-1.189, 1.660, 0.321], [0.961, 2.485, -0.481], [2.740, 0.782, -0.865], [0.203, -0.477, 1.390]], "atomic_forces_ev_per_a": [[0.0054, -0.0303, -0.0255], [-0.2035, 0.0267, -0.0691], [0.2795, -0.0935, -0.0601], [-0.1908, -0.0153, 0.0359], [0.1025, -0.1664, -0.0989], [-0.0512, 0.4748, 0.2275], [-0.0603, 0.1339, -0.0563], [0.2075, -0.0117, -0.1344], [0.1344, 0.0125, 0.1910], [0.1699, -0.1037, 0.0471], [-0.0383, -0.1356, 0.0597], [-0.2448, -0.0974, -0.0247], [-0.1104, 0.0059, -0.0923]], "mulliken_charge": [-1.33, 0.88, -0.59, 0.05, -0.31, -0.91, 0.34, 0.34, 0.33, 0.39, 0.24, 0.36, 0.21], "largest_force_ev_per_a": 0.5, "multiplicity": 1, "homo_energy_ha": -0.2737, "lumo_energy_ev": 0.41, "energy_ev": -6785.018}

=====

# 4
{"formula": "C2H8N2S2", "method": "ωB97M-V/def2-TZVPD", "elements": ["N", "C", "N", "H", "H", "H", "H", "C", "S", "S", "H", "H", "H", "H"], "xyz": [[-1.685, -2.016, 0.992], [-2.260, -0.957, 1.628], [-3.411, -0.483, 1.294], [-0.701, -2.239, 1.100], [-2.136, -2.362, 0.150], [-1.717, -0.572, 2.517], [-3.800, 0.184, 1.998], [0.271, 1.596, -1.832], [1.909, 1.237, -1.092], [1.533, -0.404, 0.119], [-0.260, 0.682, -2.019], [0.574, 2.080, -2.804], [-0.298, 2.256, -1.232], [0.873, 0.314, 1.086]], "atomic_forces_ev_per_a": [[-0.4227, 0.2031, -0.0515], [-0.5031, 0.1519, 0.4953], [-0.2434, 0.0812, 0.5604], [0.0543, 0.3817, 0.0391], [0.1293, 0.2887, 0.2969], [0.0353, -0.4195, -0.5868], [0.9160, -0.6095, -0.8059], [1.9340, 0.1519, -1.5737], [0.3701, 2.2468, -1.6112], [-1.0533, -1.7182, 2.2643], [-0.2680, -0.4809, -0.0828], [-0.8214, -0.3477, 0.8505], [-0.5853, 0.6785, 0.5886], [0.4583, -0.6082, -0.3830]], "mulliken_charge": [-0.40, 0.02, -0.73, 0.23, 0.24, 0.36, 0.21, -0.68, -0.36, -0.68, 0.26, 0.17, 0.26, 0.10], "largest_force_ev_per_a": 3.0, "multiplicity": 2, "homo_energy_ha": [0.0132, -0.1617], "lumo_energy_ev": [3.71, 3.81], "energy_ev": -26853.636, "total_charge": -1}

=====

# 5
{"formula": "C10H12OS2", "method": "ωB97M-V/def2-TZVPD", "elements": ["C", "C", "C", "C", "C", "C", "C", "C", "C", "C", "O", "S", "S", "H", "H", "H", "H", "H", "H", "H", "H", "H", "H", "H", "H"], "xyz": [[3.478, 0.150, -0.718], [3.225, -0.270, 0.537], [2.459, 0.603, -1.485], [1.904, -0.311, 1.064], [1.131, 0.571, -1.015], [0.856, 0.031, 0.210], [-2.803, 0.936, -0.241], [-2.296, 0.130, -1.473], [-0.562, -0.047, 0.661], [-0.853, -0.847, 1.957], [-2.544, -1.761, 0.152], [-1.406, 1.602, 0.632], [-1.407, -1.214, -0.639], [4.418, 0.114, -1.107], [4.018, -0.527, 1.157], [2.621, 1.028, -2.468], [1.622, -0.784, 1.963], [0.286, 0.892, -1.672], [-3.504, 1.710, -0.459], [-3.205, 0.307, 0.424], [-3.106, -0.150, -2.148], [-1.582, 0.767, -2.036], [-1.952, -0.827, 2.104], [-0.328, -0.234, 2.732], [-0.467, -1.868, 1.869]], "atomic_forces_ev_per_a": [[-1.1567, 0.2117, 0.1279], [-2.4459, -0.2131, 1.9126], [-2.5414, 0.8362, -1.0263], [0.9275, -0.2332, -2.3489], [0.5599, 0.2516, -2.0073], [0.1889, 0.6310, 1.5322], [1.4615, 1.4262, -2.6083], [0.6466, 1.9744, 0.3783], [-0.8390, -0.9666, -0.4474], [0.3286, 1.8522, -0.1278], [0.0936, -1.1964, -0.2067], [0.9872, -0.4057, 0.0105], [-1.1346, 0.7307, 0.3480], [2.5804, 0.0584, -0.8506], [1.2971, -0.6707, 1.0469], [0.1713, -0.1638, -0.0419], [0.3641, -0.1661, 1.1613], [1.1163, -0.1100, 0.6600], [-0.3909, 0.6098, -0.3788], [-2.1049, -2.4731, 2.1244], [0.1849, -0.6470, 0.2620], [-0.4775, -0.3973, 0.1828], [0.8688, -0.2464, 0.1762], [-0.5574, -0.8903, -0.1659], [-0.1285, 0.1973, 0.2867]], "mulliken_charge": [-0.62, -0.66, -0.69, -0.81, -0.16, 0.42, -0.69, -0.57, 1.18, -1.86, -0.63, -0.04, 0.45, 0.51, 0.44, 0.37, 0.41, 0.00, 0.49, 0.37, 0.45, 0.32, 0.44, 0.48, 0.41], "largest_force_ev_per_a": 3.9, "multiplicity": 1, "homo_energy_ha": -0.3232, "lumo_energy_ev": 0.64, "energy_ev": -34280.988}

=====

# 6
{"formula": "C5H17NO2", "method": "ωB97M-V/def2-TZVPD", "elements": ["C", "C", "N", "C", "C", "C", "H", "H", "H", "H", "H", "H", "H", "H", "H", "H", "H", "H", "H", "H", "H", "O", "H", "H", "O"], "xyz": [[0.709, 1.491, 1.173], [0.646, 0.066, 0.683], [-0.628, -0.555, 1.013], [-0.887, -1.612, 0.050], [-1.041, -1.059, -1.363], [-0.940, -0.963, 2.367], [0.608, 1.713, 2.251], [1.657, 1.932, 0.769], [0.009, 2.231, 0.738], [1.524, -0.506, 1.029], [0.616, 0.079, -0.433], [-1.676, -2.311, 0.368], [-0.087, -2.373, 0.104], [-0.966, 0.073, -1.089], [-2.051, -1.218, -1.765], [-0.270, -1.364, -2.076], [-0.442, -1.951, 2.587], [-2.017, -0.844, 2.558], [-0.477, -0.252, 3.071], [1.060, 2.729, -2.409], [-0.762, 0.950, -1.538], [0.612, 2.282, -1.681], [2.344, 0.201, -2.462], [0.972, 1.303, -1.848], [1.486, -0.043, -2.095]], "atomic_forces_ev_per_a": [[0.8773, 2.0756, -0.2571], [-1.0240, 0.5069, -0.0094], [-1.0655, -0.3016, -0.4166], [0.5518, -0.9860, 0.9592], [-0.9043, -1.6240, -0.6773], [1.2788, 0.4487, 0.4220], [0.4495, -0.6875, -0.2434], [-0.3802, -0.4396, 0.8013], [-0.2688, -0.9976, -0.1839], [-0.1801, -0.0521, -0.1882], [1.4006, -0.0575, 1.4667], [-0.7781, 1.0607, -0.2185], [0.6804, 0.4532, -0.6205], [-0.1582, 1.4344, -0.2343], [0.2840, 0.4222, 0.0863], [0.0701, 0.7128, 0.2202], [-1.0000, 0.5010, 0.1219], [0.2795, -0.8505, -0.0964], [-0.0161, -0.1537, -0.3034], [-0.6706, 0.2204, -0.3231], [0.9042, -0.4253, -0.2016], [-0.9569, -0.8300, 0.3050], [-0.0957, -0.2674, 0.0307], [0.9160, -0.8504, -0.0053], [-0.1938, 0.6874, -0.4344]], "mulliken_charge": [-1.17, 0.74, -0.11, -0.67, -0.30, -1.02, 0.33, 0.34, 0.24, 0.26, -1.04, 0.52, 0.35, -0.46, 0.31, 0.27, 0.35, 0.31, 0.34, 0.30, 0.91, -0.60, 0.18, 0.51, -0.88], "largest_force_ev_per_a": 2.3, "multiplicity": 1, "homo_energy_ha": -0.3082, "lumo_energy_ev": -2.02, "energy_ev": -11039.088}